Record 1
{"formula": "C4H7N3O", "method": "ωB97M-V with the def2-TZVPD basis set", "fmax_ev_per_a": 6.10, "e_above_lowest_kcal_mol": 201.5, "symbols": ["C", "C", "C", "C", "H", "H", "H", "H", "H", "H", "H", "N", "N", "N", "O"], "xyz": [[-1.35, -0.31, 0.13], [-0.33, -1.38, 0.25], [0.95, -0.61, 0.19], [0.67, 0.76, -0.07], [-3.41, -0.71, -0.83], [-3.01, 1.10, 0.41], [-0.48, -2.47, 0.56], [1.59, -2.31, -0.26], [1.04, 2.96, -0.18], [2.39, 1.93, 0.66], [-1.22, 1.78, 1.00], [-2.70, -0.13, -0.14], [1.43, 1.92, -0.05], [-0.64, 0.88, -0.21], [2.11, -1.46, -0.20]], "nbo_charge": [0.288, -0.412, 0.217, 0.185, 0.441, 0.397, 0.239, 0.475, 0.420, 0.406, 0.212, -0.874, -0.868, -0.444, -0.682]}

Record 2
{"formula": "C12H8N2", "method": "ωB97M-V with the def2-TZVPD basis set", "fmax_ev_per_a": 2.93, "e_above_lowest_kcal_mol": 110.3, "smiles": "Cc1ccc2c(n1)=C1C=CN=C=C1C=2", "symbols": ["C", "C", "C", "C", "C", "C", "N", "C", "C", "C", "N", "C", "C", "C", "H", "H", "H", "H", "H", "H", "H", "H"], "xyz": [[-3.09, -0.86, -1.35], [-2.04, -0.22, -0.42], [-2.44, 0.28, 0.85], [-1.50, 0.56, 1.75], [-0.14, 0.45, 1.36], [0.16, 0.02, 0.00], [-0.80, -0.28, -0.86], [1.55, 0.08, -0.22], [2.30, -0.28, -1.35], [3.66, -0.18, -1.33], [4.14, 0.29, -0.14], [3.44, 0.44, 0.85], [2.13, 0.48, 1.19], [1.05, 0.76, 2.05], [-2.80, -0.99, -2.40], [-3.55, -1.79, -1.06], [-3.92, -0.17, -1.59], [-3.55, 0.45, 1.15], [-1.87, 0.93, 2.65], [1.64, -0.55, -2.15], [4.47, -0.44, -2.10], [1.16, 1.02, 3.13]], "nbo_charge": [-0.655, 0.212, -0.249, -0.172, -0.072, 0.101, -0.414, -0.008, -0.230, -0.073, -0.360, 0.555, -0.184, -0.284, 0.229, 0.221, 0.211, 0.223, 0.213, 0.268, 0.232, 0.234]}

Record 3
{"formula": "C5H12O5P", "method": "ωB97M-V with the def2-TZVPD basis set", "fmax_ev_per_a": 1.68, "e_above_lowest_kcal_mol": 19.3, "charge": -1, "symbols": ["O", "C", "C", "C", "H", "H", "H", "H", "H", "H", "O", "O", "O", "O", "C", "C", "P", "H", "H", "H", "H", "H", "H"], "xyz": [[-1.20, -4.91, 0.21], [-0.23, -4.17, 0.17], [1.17, -4.65, 0.46], [-0.36, -2.70, -0.18], [1.16, -5.73, 0.71], [1.59, -4.10, 1.32], [1.82, -4.50, -0.41], [-0.01, -2.07, 0.65], [0.23, -2.46, -1.08], [-1.42, -2.45, -0.39], [2.14, -2.76, -1.21], [1.80, -2.18, 1.36], [2.60, -0.42, -0.24], [4.12, -2.38, 0.28], [3.18, -0.06, -1.48], [4.68, -1.87, 1.48], [2.51, -2.05, 0.05], [2.59, -0.44, -2.33], [3.20, 1.04, -1.54], [4.21, -0.43, -1.58], [5.75, -2.14, 1.49], [4.59, -0.77, 1.54], [4.20, -2.31, 2.37]], "nbo_charge": [-0.615, 0.626, -0.781, -0.781, 0.190, 0.277, 0.280, 0.280, 0.277, 0.190, -1.179, -1.179, -0.834, -0.834, -0.250, -0.250, 2.552, 0.185, 0.162, 0.170, 0.162, 0.170, 0.185]}

Record 4
{"formula": "C22H49N2OP3SSc", "method": "ωB97M-V with the def2-TZVPD basis set", "fmax_ev_per_a": 2.67, "e_above_lowest_kcal_mol": 86.9, "charge": 3, "symbols": ["Sc", "P", "P", "P", "H", "C", "C", "H", "C", "C", "C", "C", "C", "C", "C", "C", "C", "H", "H", "H", "H", "H", "H", "H", "H", "H", "H", "H", "H", "H", "H", "H", "H", "H", "H", "H", "H", "H", "H", "H", "H", "H", "H", "H", "H", "H", "C", "C", "C", "C", "C", "C", "O", "H", "H", "H", "H", "H", "H", "C", "N", "C", "C", "S", "N", "C", "C", "H", "H", "H", "H", "H", "H", "H", "H", "H", "H", "H", "H"], "xyz": [[-0.04, -0.38, -0.10], [-0.39, 2.01, 1.20], [-2.42, 0.33, -1.24], [2.55, 0.25, 0.60], [1.23, -2.14, -7.68], [1.97, -2.74, -7.13], [1.69, -3.66, -6.19], [0.71, -4.09, -5.93], [-0.04, 3.50, 0.22], [-2.14, 2.31, 1.73], [0.51, 2.38, 2.74], [-2.56, -0.85, -2.63], [-4.15, 0.33, -0.63], [-2.36, 1.94, -2.12], [3.58, -0.96, -0.31], [3.33, 0.18, 2.27], [3.18, 1.86, -0.03], [3.00, -2.58, -7.54], [2.55, -4.16, -5.74], [-0.27, 4.40, 0.79], [-0.61, 3.49, -0.72], [1.01, 3.50, -0.06], [-2.18, 3.22, 2.35], [-2.53, 1.47, 2.32], [-2.80, 2.42, 0.86], [1.16, 3.26, 2.66], [1.14, 1.52, 3.01], [-0.16, 2.56, 3.58], [-3.58, -0.81, -3.05], [-2.37, -1.86, -2.25], [-1.83, -0.63, -3.42], [-4.82, 0.85, -1.33], [-4.21, 0.83, 0.35], [-4.51, -0.70, -0.51], [-3.21, 2.03, -2.81], [-1.42, 2.01, -2.68], [-2.39, 2.78, -1.41], [4.59, -1.00, 0.10], [3.62, -0.72, -1.38], [3.10, -1.94, -0.20], [4.36, -0.18, 2.17], [2.77, -0.52, 2.90], [3.34, 1.17, 2.75], [4.25, 1.77, -0.28], [3.05, 2.65, 0.72], [2.61, 2.11, -0.93], [1.02, -1.25, -2.93], [1.16, -0.03, -3.69], [2.25, 0.05, -4.55], [3.21, -0.98, -4.62], [2.87, -2.25, -4.13], [1.67, -2.41, -3.42], [0.45, -1.36, -1.73], [0.52, 0.94, -1.43], [0.43, 0.80, -3.61], [2.29, 0.92, -5.21], [4.16, -0.83, -5.15], [3.52, -3.09, -4.39], [1.33, -3.38, -3.04], [-3.53, -1.14, 2.39], [-2.66, -0.53, 3.41], [-3.33, -0.48, 4.74], [-1.32, -0.91, 3.38], [-0.70, -1.77, 2.03], [-0.57, -0.72, 4.49], [-0.73, 0.45, 5.37], [0.71, -1.42, 4.63], [-3.69, -2.23, 2.56], [-3.11, -1.02, 1.39], [-4.50, -0.64, 2.41], [-3.04, -1.35, 5.38], [-3.13, 0.47, 5.26], [-4.42, -0.54, 4.56], [-1.42, 0.23, 6.20], [0.25, 0.69, 5.81], [-1.08, 1.35, 4.84], [0.76, -2.20, 3.86], [1.56, -0.73, 4.53], [0.74, -1.87, 5.63]], "lowdin_charge": [0.401, 0.759, 0.778, 0.779, 0.063, -0.038, -0.076, 0.082, -0.244, -0.232, -0.236, -0.245, -0.244, -0.250, -0.246, -0.230, -0.250, 0.083, 0.055, 0.080, 0.025, 0.027, 0.077, 0.025, 0.026, 0.072, 0.011, 0.040, 0.074, 0.057, 0.046, 0.077, 0.027, 0.066, 0.077, 0.032, 0.035, 0.068, 0.044, 0.054, 0.070, 0.022, 0.060, 0.074, 0.052, 0.026, -0.317, 0.019, 0.001, 0.023, -0.049, 0.028, -0.212, 0.168, 0.112, 0.141, 0.153, 0.134, 0.153, -0.105, -0.186, -0.019, -0.643, 0.706, -0.165, -0.032, -0.056, 0.121, 0.011, 0.102, 0.125, 0.086, 0.109, 0.099, 0.114, 0.081, 0.040, 0.079, 0.121]}

Record 5
{"formula": "C5H6N2", "method": "ωB97M-V with the def2-TZVPD basis set", "fmax_ev_per_a": 1.11, "e_above_lowest_kcal_mol": 58.5, "symbols": ["N", "C", "C", "C", "C", "C", "N", "H", "H", "H", "H", "H", "H"], "xyz": [[2.62, -1.03, 1.32], [1.81, -0.31, 0.91], [0.72, 0.55, 0.44], [0.27, 0.52, -1.04], [-1.12, 0.34, -0.44], [-1.16, -0.95, 0.25], [-0.62, 0.20, 0.97], [0.91, 1.58, 0.74], [0.64, -0.33, -1.62], [0.46, 1.44, -1.60], [-1.94, 1.04, -0.50], [-0.48, -1.74, -0.07], [-2.11, -1.31, 0.65]], "nbo_charge": [-0.305, 0.267, -0.165, -0.412, -0.098, -0.269, -0.360, 0.244, 0.221, 0.227, 0.220, 0.204, 0.226]}

Record 6
{"formula": "C52H45N9P2PbSbTe", "method": "ωB97M-V with the def2-TZVPD basis set", "fmax_ev_per_a": 0.88, "e_above_lowest_kcal_mol": 8.6, "charge": -1, "symbols": ["Pb", "C", "C", "P", "C", "C", "C", "C", "C", "C", "C", "C", "C", "C", "C", "C", "P", "C", "C", "C", "C", "C", "C", "C", "C", "C", "C", "C", "C", "H", "H", "H", "H", "H", "H", "H", "H", "H", "H", "H", "H", "H", "H", "H", "H", "H", "H", "H", "H", "H", "H", "H", "H", "N", "C", "N", "N", "N", "N", "C", "N", "N", "N", "N", "H", "Te", "C", "C", "C", "C", "C", "C", "H", "H", "H", "H", "H", "C", "C", "C", "C", "C", "C", "Sb", "C", "C", "C", "C", "C", "C", "C", "C", "C", "C", "C", "C", "H", "H", "H", "H", "H", "H", "H", "H", "H", "H", "H", "H", "H", "H", "H"], "xyz": [[-0.44, -1.14, 2.02], [-3.25, 2.58, -0.14], [-2.68, 3.23, 1.14], [-2.00, 1.82, 2.19], [-2.86, 2.21, 3.77], [-2.58, 3.34, 4.55], [-3.28, 3.57, 5.72], [-4.27, 2.68, 6.12], [-4.58, 1.58, 5.35], [-3.88, 1.35, 4.17], [-0.29, 2.33, 2.59], [0.56, 2.81, 1.59], [1.91, 3.00, 1.84], [2.44, 2.70, 3.08], [1.61, 2.19, 4.08], [0.26, 2.00, 3.83], [-1.89, 1.63, -1.00], [-2.86, 1.02, -2.44], [-2.86, 1.59, -3.71], [-3.71, 1.10, -4.69], [-4.55, 0.03, -4.43], [-4.51, -0.58, -3.18], [-3.67, -0.09, -2.19], [-0.96, 3.00, -1.79], [-1.41, 4.31, -1.96], [-0.62, 5.26, -2.59], [0.64, 4.91, -3.05], [1.11, 3.62, -2.88], [0.32, 2.68, -2.25], [-4.01, 1.85, 0.15], [-3.72, 3.29, -0.81], [-3.45, 3.75, 1.71], [-1.89, 3.95, 0.89], [-1.80, 4.02, 4.23], [-3.06, 4.44, 6.32], [-4.80, 2.86, 7.05], [-5.34, 0.88, 5.66], [-4.10, 0.48, 3.57], [0.17, 3.03, 0.61], [2.55, 3.38, 1.05], [3.50, 2.83, 3.28], [2.03, 1.93, 5.04], [-0.37, 1.57, 4.60], [-2.20, 2.42, -3.93], [-3.71, 1.56, -5.67], [-5.22, -0.34, -5.19], [-5.14, -1.44, -2.98], [-3.64, -0.58, -1.22], [-2.39, 4.60, -1.61], [-0.98, 6.27, -2.72], [1.26, 5.65, -3.55], [2.10, 3.34, -3.23], [0.69, 1.67, -2.09], [-2.90, -3.88, 1.40], [-3.03, -3.18, 2.58], [-3.88, -3.54, 3.53], [-3.70, -2.62, 4.50], [-2.80, -1.77, 4.17], [-2.35, -2.08, 2.93], [-2.24, -3.43, 0.30], [-2.47, -3.86, -0.94], [-1.65, -3.15, -1.71], [-0.95, -2.33, -1.00], [-1.29, -2.49, 0.30], [-3.63, -4.56, 1.23], [0.82, -2.82, 3.96], [2.59, -1.68, 4.21], [3.21, -1.06, 3.13], [4.40, -0.36, 3.29], [4.98, -0.25, 4.54], [4.37, -0.85, 5.63], [3.19, -1.56, 5.46], [2.76, -1.13, 2.14], [4.86, 0.10, 2.42], [5.91, 0.29, 4.67], [4.81, -0.77, 6.61], [2.71, -2.03, 6.32], [5.26, -0.19, -4.75], [4.08, 0.56, -4.78], [3.08, 0.29, -3.87], [3.21, -0.73, -2.92], [4.38, -1.47, -2.91], [5.40, -1.20, -3.82], [1.40, -1.12, -1.72], [0.55, -1.91, -3.52], [-0.45, -1.18, -4.15], [-1.04, -1.64, -5.32], [-0.64, -2.85, -5.86], [0.37, -3.58, -5.24], [0.97, -3.10, -4.08], [2.19, -2.85, -0.73], [3.29, -2.66, 0.10], [3.74, -3.67, 0.93], [3.07, -4.88, 0.98], [1.98, -5.09, 0.15], [1.54, -4.09, -0.71], [6.05, 0.02, -5.47], [3.96, 1.34, -5.52], [2.16, 0.87, -3.90], [4.51, -2.27, -2.20], [6.32, -1.78, -3.80], [-0.79, -0.24, -3.72], [-1.81, -1.05, -5.80], [-1.10, -3.23, -6.76], [0.68, -4.53, -5.66], [1.77, -3.66, -3.62], [3.81, -1.70, 0.09], [4.61, -3.50, 1.57], [3.40, -5.66, 1.65], [1.45, -6.04, 0.17], [0.70, -4.27, -1.36]], "lowdin_charge": [0.785, -0.422, -0.377, 0.962, -0.391, -0.106, -0.093, -0.096, -0.078, -0.108, -0.437, -0.100, -0.077, -0.095, -0.077, -0.123, 1.041, -0.382, -0.097, -0.099, -0.099, -0.077, -0.110, -0.407, -0.097, -0.086, -0.091, -0.079, -0.125, 0.072, 0.068, 0.076, 0.063, 0.108, 0.097, 0.097, 0.105, 0.079, 0.069, 0.102, 0.099, 0.108, 0.112, 0.099, 0.100, 0.098, 0.105, 0.098, 0.094, 0.100, 0.099, 0.098, 0.017, 0.142, -0.485, 0.024, -0.091, -0.084, -0.197, -0.465, 0.049, -0.043, -0.161, -0.133, 0.138, 0.700, -0.665, -0.191, -0.109, -0.114, -0.110, -0.172, 0.048, 0.102, 0.092, 0.094, 0.083, -0.113, -0.103, -0.157, -0.362, -0.126, -0.102, 1.464, -0.398, -0.140, -0.087, -0.100, -0.093, -0.126, -0.389, -0.188, -0.099, -0.099, -0.084, -0.135, 0.092, 0.095, 0.072, 0.081, 0.095, 0.071, 0.091, 0.093, 0.096, 0.096, 0.093, 0.105, 0.100, 0.103, 0.080]}

Record 7
{"formula": "C9H12N", "method": "ωB97M-V with the def2-TZVPD basis set", "fmax_ev_per_a": 5.59, "e_above_lowest_kcal_mol": 145.3, "charge": 1, "smiles": "CC(C)=C/C=C1\\C2=[N+](C)[C@@H]21", "symbols": ["C", "C", "C", "C", "C", "C", "C", "N", "C", "C", "H", "H", "H", "H", "H", "H", "H", "H", "H", "H", "H", "H"], "xyz": [[-2.68, -0.73, 0.83], [-1.71, 0.04, 0.19], [-1.26, -0.53, -1.18], [-1.49, 1.33, 0.50], [-0.37, 2.09, 0.19], [0.83, 1.36, -0.03], [1.00, -0.06, 0.28], [2.27, -0.14, 0.26], [3.39, -1.18, 0.23], [2.04, 0.86, -0.59], [-2.39, -1.81, 0.78], [-3.57, -0.67, 0.24], [-2.92, -0.48, 1.83], [-0.59, 0.13, -1.67], [-2.18, -0.77, -1.70], [-0.73, -1.37, -0.80], [-2.23, 1.75, 1.07], [-0.49, 3.19, 0.35], [3.47, -1.40, 1.27], [4.17, -0.63, -0.15], [2.95, -1.95, -0.35], [2.49, 0.96, -1.56]], "nbo_charge": [-0.711, 0.326, -0.658, -0.351, -0.009, -0.210, 0.269, -0.323, -0.370, 0.120, 0.255, 0.274, 0.246, 0.214, 0.237, 0.237, 0.237, 0.270, 0.244, 0.229, 0.235, 0.239]}